Entry 1:
{
  "formula": "C17H33CuN11O4PS3",
  "method": "ωB97M-V/def2-TZVPD",
  "e_above_lowest_kcal_mol": 5.6,
  "total_energy_ha": -4747.134997,
  "charge": 1,
  "multiplicity": 2,
  "elements": ["Cu", "N", "C", "C", "N", "C", "C", "N", "C", "C", "N", "H", "H", "H", "H", "H", "H", "N", "N", "C", "N", "N", "N", "O", "O", "H", "H", "H", "H", "H", "C", "N", "C", "C", "N", "C", "S", "H", "H", "H", "H", "H", "H", "H", "H", "C", "C", "C", "O", "P", "S", "S", "O", "C", "C", "C", "H", "H", "H", "H", "H", "H", "H", "H", "H", "H", "H", "H", "H", "H"],
  "coordinates": [[-0.69, 0.16, 0.67], [-0.15, 3.70, 2.53], [-1.40, 4.11, 2.11], [-1.85, 3.14, 1.26], [-0.89, 2.16, 1.16], [0.10, 2.52, 1.94], [1.23, 1.61, 2.05], [1.17, 0.49, 1.37], [2.27, -0.24, 1.70], [3.02, 0.47, 2.59], [2.35, 1.65, 2.80], [0.41, 4.18, 3.21], [-1.85, 5.02, 2.45], [-2.78, 3.08, 0.74], [2.43, -1.23, 1.31], [3.94, 0.24, 3.09], [2.62, 2.37, 3.46], [-0.70, 0.66, -1.70], [-1.89, 0.17, -2.23], [-2.91, -0.16, -1.40], [-4.04, -0.58, -1.96], [-2.66, 0.04, -0.11], [-3.67, -0.18, 0.82], [-4.69, -0.79, 0.51], [-3.42, 0.24, 1.91], [-0.63, 1.68, -1.78], [0.12, 0.27, -2.16], [-2.04, 0.17, -3.23], [-4.11, -0.68, -2.96], [-4.79, -0.88, -1.34], [1.65, -0.89, -4.09], [2.48, -1.13, -2.94], [3.08, -2.43, -2.70], [4.09, -2.15, -1.57], [3.78, -0.78, -1.22], [2.92, -0.19, -2.08], [2.50, 1.43, -2.04], [2.16, -1.23, -5.00], [1.46, 0.18, -4.17], [0.71, -1.44, -4.01], [3.56, -2.80, -3.60], [2.32, -3.15, -2.40], [5.12, -2.25, -1.91], [3.95, -2.81, -0.72], [4.31, -0.20, -0.60], [1.41, -4.58, 2.44], [0.80, -4.03, 3.72], [1.68, -3.02, 4.42], [-0.54, -3.52, 3.49], [-1.09, -2.14, 2.94], [-0.65, -0.53, 3.90], [-0.58, -2.11, 0.94], [-2.64, -2.39, 3.04], [-3.46, -3.58, 2.86], [-3.55, -4.30, 4.19], [-2.99, -4.47, 1.72], [2.33, -5.10, 2.69], [1.63, -3.78, 1.74], [0.73, -5.28, 1.96], [0.60, -4.87, 4.40], [1.84, -2.14, 3.80], [2.64, -3.48, 4.64], [1.22, -2.68, 5.35], [-4.43, -3.15, 2.60], [-2.59, -4.71, 4.48], [-4.27, -5.12, 4.10], [-3.89, -3.62, 4.96], [-2.01, -4.89, 1.93], [-2.95, -3.93, 0.78], [-3.70, -5.29, 1.63]],
  "mulliken_spin": [0.640, 0.000, 0.002, 0.000, 0.046, 0.000, 0.008, 0.068, -0.001, 0.001, 0.001, 0.000, 0.001, 0.000, 0.001, 0.000, 0.001, -0.003, 0.000, 0.006, 0.002, 0.029, -0.001, 0.004, -0.001, 0.001, 0.001, 0.000, 0.000, 0.000, 0.000, 0.000, 0.000, 0.000, 0.000, 0.000, 0.000, 0.000, 0.000, 0.000, 0.000, 0.000, 0.000, 0.000, 0.000, 0.002, 0.001, 0.000, 0.004, 0.003, 0.011, 0.172, -0.001, -0.001, 0.000, 0.007, 0.000, -0.001, 0.000, 0.001, 0.000, 0.000, 0.000, 0.000, 0.000, 0.000, 0.000, -0.003, -0.003, 0.001]
}

Entry 2:
{
  "formula": "C33H42N8O10S5V",
  "method": "ωB97M-V/def2-TZVPD",
  "e_above_lowest_kcal_mol": 84.3,
  "total_energy_ha": -5408.078532,
  "multiplicity": 2,
  "elements": ["V", "C", "C", "N", "N", "C", "N", "S", "C", "C", "C", "C", "C", "N", "H", "H", "H", "H", "H", "H", "H", "H", "H", "O", "S", "O", "O", "C", "C", "C", "C", "C", "C", "S", "O", "O", "O", "H", "H", "H", "H", "C", "C", "C", "C", "C", "N", "H", "H", "H", "H", "H", "H", "H", "H", "H", "C", "C", "C", "C", "C", "C", "C", "S", "O", "O", "N", "C", "C", "C", "O", "O", "H", "H", "H", "H", "H", "H", "H", "H", "H", "H", "H", "H", "C", "N", "C", "C", "N", "C", "S", "H", "H", "H", "H", "H", "H", "H", "H"],
  "coordinates": [[1.56, 0.44, 0.98], [4.37, -2.10, 3.15], [3.70, -1.01, 2.38], [2.76, -1.24, 1.53], [2.28, -2.49, 1.43], [2.15, -2.94, 0.18], [1.26, -3.97, 0.07], [3.01, -2.42, -1.17], [4.16, 0.38, 2.45], [5.25, 0.81, 3.20], [5.68, 2.11, 3.07], [5.03, 2.97, 2.20], [3.92, 2.49, 1.52], [3.50, 1.24, 1.65], [4.28, -3.03, 2.58], [5.42, -1.88, 3.33], [3.88, -2.25, 4.11], [0.56, -4.03, 0.79], [1.04, -4.28, -0.86], [5.75, 0.12, 3.87], [6.53, 2.46, 3.65], [5.35, 3.99, 2.06], [3.34, 3.12, 0.86], [1.02, 4.15, -0.68], [0.23, 3.21, 0.07], [-0.72, 2.41, -0.64], [1.13, 2.37, 0.96], [-0.60, 4.13, 1.34], [-0.81, 5.48, 1.11], [-1.42, 6.28, 2.07], [-1.80, 5.74, 3.28], [-1.60, 4.39, 3.51], [-1.00, 3.58, 2.56], [-1.04, 1.85, 3.08], [-1.39, 1.03, 1.93], [0.59, 1.61, 3.42], [1.15, 0.49, 2.77], [-0.47, 5.90, 0.17], [-1.57, 7.33, 1.87], [-2.26, 6.36, 4.04], [-1.92, 3.94, 4.45], [3.19, 0.47, -4.22], [3.81, 1.23, -3.05], [3.84, 2.75, -3.32], [5.22, 0.70, -2.75], [3.02, 1.01, -1.84], [2.50, 0.82, -0.84], [3.87, 0.56, -5.07], [2.22, 0.88, -4.49], [3.04, -0.58, -3.98], [4.26, 2.92, -4.31], [4.46, 3.26, -2.59], [2.83, 3.17, -3.29], [5.85, 0.87, -3.62], [5.18, -0.37, -2.54], [5.65, 1.20, -1.89], [-4.12, -5.40, 4.99], [-4.17, -4.88, 3.58], [-3.04, -4.86, 2.78], [-3.08, -4.35, 1.49], [-4.28, -3.87, 0.99], [-5.43, -3.88, 1.78], [-5.37, -4.38, 3.06], [-4.34, -3.17, -0.63], [-5.62, -3.46, -1.20], [-3.12, -3.54, -1.29], [-4.32, -1.54, -0.43], [-3.27, -0.93, 0.40], [-1.92, -0.83, -0.32], [-0.79, -1.22, 0.57], [0.38, -0.54, 0.18], [-0.76, -1.99, 1.48], [-3.25, -6.04, 5.14], [-5.01, -5.98, 5.23], [-4.06, -4.58, 5.70], [-2.10, -5.24, 3.17], [-2.20, -4.33, 0.87], [-6.36, -3.52, 1.37], [-6.27, -4.41, 3.67], [-5.26, -1.22, -0.19], [-3.15, -1.47, 1.35], [-3.61, 0.07, 0.64], [-1.73, 0.16, -0.71], [-1.88, -1.52, -1.17], [-2.64, 1.57, -3.15], [-2.21, 0.93, -4.36], [-3.07, 0.87, -5.54], [-2.18, 0.13, -6.55], [-1.22, -0.51, -5.68], [-1.19, 0.04, -4.44], [-0.11, -0.34, -3.24], [-2.99, 2.58, -3.37], [-1.80, 1.63, -2.47], [-3.45, 1.01, -2.67], [-3.34, 1.87, -5.87], [-3.99, 0.31, -5.32], [-1.70, 0.82, -7.25], [-2.75, -0.61, -7.13], [-0.43, -1.05, -5.99]],
  "mulliken_spin": [1.121, -0.003, 0.006, -0.047, -0.007, -0.001, -0.003, 0.003, 0.026, 0.004, 0.000, 0.003, 0.001, -0.029, 0.001, 0.000, 0.002, 0.000, 0.000, 0.001, 0.000, 0.000, 0.001, 0.000, 0.000, 0.000, 0.005, 0.000, 0.000, 0.000, 0.000, 0.001, -0.001, 0.001, 0.002, 0.015, -0.068, 0.000, 0.000, 0.000, 0.000, 0.002, -0.001, 0.002, 0.001, 0.027, -0.026, 0.000, 0.000, 0.000, 0.000, 0.000, 0.000, 0.000, 0.000, 0.000, 0.000, 0.000, 0.000, 0.000, 0.000, 0.000, 0.000, 0.000, 0.000, 0.000, 0.000, -0.001, 0.001, 0.012, -0.039, -0.008, 0.000, 0.000, 0.000, 0.000, 0.000, 0.000, 0.000, 0.000, 0.000, 0.000, -0.001, -0.001, 0.000, 0.000, 0.000, 0.000, 0.000, 0.000, 0.000, 0.000, 0.000, 0.000, 0.000, 0.000, 0.000, 0.000, 0.000]
}

Entry 3:
{
  "formula": "C33H26N8O4Re",
  "method": "ωB97M-V/def2-TZVPD",
  "e_above_lowest_kcal_mol": 8.9,
  "total_energy_ha": -2090.031565,
  "charge": 2,
  "multiplicity": 4,
  "elements": ["Re", "O", "C", "C", "C", "C", "C", "C", "C", "N", "N", "C", "O", "C", "C", "C", "C", "C", "C", "H", "H", "H", "H", "H", "H", "H", "H", "H", "H", "N", "C", "C", "N", "C", "C", "N", "C", "C", "N", "H", "H", "H", "H", "H", "H", "O", "C", "O", "C", "C", "C", "C", "C", "C", "N", "C", "C", "C", "C", "C", "C", "N", "H", "H", "H", "H", "H", "H", "H", "H", "H", "H"],
  "coordinates": [[0.03, -0.05, -0.38], [-1.12, -1.34, -1.32], [-1.92, -2.29, -0.83], [-2.34, -3.31, -1.69], [-3.19, -4.29, -1.22], [-3.65, -4.29, 0.10], [-3.26, -3.28, 0.95], [-2.38, -2.26, 0.51], [-2.08, -1.21, 1.42], [-1.23, -0.25, 1.20], [-1.14, 0.74, 2.17], [-0.17, 1.56, 1.90], [0.54, 1.46, 0.79], [0.18, 2.64, 2.83], [1.10, 3.62, 2.45], [1.44, 4.62, 3.34], [0.87, 4.64, 4.61], [-0.04, 3.67, 4.99], [-0.39, 2.67, 4.10], [-2.00, -3.30, -2.71], [-3.50, -5.07, -1.89], [-4.31, -5.06, 0.44], [-3.62, -3.25, 1.96], [-2.60, -1.16, 2.38], [1.54, 3.59, 1.47], [2.15, 5.38, 3.05], [1.14, 5.43, 5.30], [-0.48, 3.69, 5.97], [-1.10, 1.90, 4.38], [2.22, -3.63, 0.69], [2.00, -3.81, -0.65], [1.37, -2.70, -1.07], [1.20, -1.83, -0.01], [1.74, -2.43, 1.05], [1.87, -1.88, 2.38], [1.58, -0.63, 2.66], [1.86, -0.46, 3.98], [2.33, -1.63, 4.50], [2.33, -2.54, 3.48], [2.68, -4.30, 1.29], [2.31, -4.70, -1.17], [1.01, -2.46, -2.06], [1.71, 0.48, 4.48], [2.65, -1.90, 5.49], [2.61, -3.50, 3.56], [7.63, -1.02, -0.74], [7.04, -0.52, -1.83], [7.65, -0.30, -2.83], [5.55, -0.25, -1.74], [4.89, 0.03, -0.55], [3.54, 0.32, -0.55], [2.86, 0.35, -1.76], [3.50, 0.07, -2.96], [4.85, -0.22, -2.95], [1.48, 0.71, -1.75], [1.07, 1.67, -2.50], [-0.33, 2.07, -2.42], [-0.90, 3.04, -3.23], [-2.25, 3.33, -3.07], [-2.97, 2.65, -2.10], [-2.34, 1.70, -1.32], [-1.05, 1.42, -1.47], [6.99, -1.23, -0.04], [5.44, 0.06, 0.39], [3.03, 0.57, 0.38], [2.95, 0.07, -3.89], [5.39, -0.42, -3.86], [1.75, 2.21, -3.15], [-0.30, 3.54, -3.97], [-2.72, 4.08, -3.69], [-4.02, 2.85, -1.95], [-2.86, 1.16, -0.54]],
  "mulliken_spin": [2.346, 0.096, 0.082, -0.011, 0.030, 0.000, 0.023, 0.018, 0.082, -0.019, 0.006, 0.055, 0.039, 0.003, 0.006, 0.000, 0.000, 0.001, -0.003, 0.000, 0.001, 0.001, 0.000, -0.011, 0.002, 0.000, 0.000, 0.000, 0.000, 0.005, -0.006, 0.015, 0.025, 0.060, -0.006, 0.006, -0.002, 0.008, 0.002, 0.000, -0.001, 0.000, 0.000, 0.000, 0.000, 0.000, 0.000, -0.001, -0.003, 0.009, 0.024, -0.039, 0.002, 0.003, 0.020, 0.049, 0.069, 0.006, 0.012, 0.000, 0.004, -0.008, 0.000, 0.000, -0.008, 0.001, 0.000, -0.004, 0.000, 0.000, 0.001, 0.006]
}

Entry 4:
{
  "formula": "C4H10O",
  "method": "ωB97M-V/def2-TZVPD",
  "e_above_lowest_kcal_mol": 45.6,
  "total_energy_ha": -233.572328,
  "smiles": "C=CO.CC",
  "elements": ["C", "C", "H", "H", "H", "H", "H", "H", "C", "C", "O", "H", "H", "H", "H"],
  "coordinates": [[1.29, -0.86, 1.05], [0.71, -2.27, 1.16], [0.60, -0.02, 1.12], [1.61, -0.59, 0.02], [2.17, -0.65, 1.67], [0.01, -2.41, 0.34], [1.38, -3.12, 1.14], [0.13, -2.36, 2.09], [-1.89, 2.26, -0.64], [-1.07, 1.79, -1.56], [0.07, 1.04, -1.30], [-2.95, 2.18, -0.76], [-1.52, 2.34, 0.37], [-1.21, 1.78, -2.64], [0.66, 0.89, -2.06]],
  "nbo_charge": [-0.619, -0.615, 0.221, 0.200, 0.200, 0.204, 0.207, 0.202, -0.537, 0.173, -0.703, 0.222, 0.206, 0.155, 0.485]
}

Entry 5:
{
  "formula": "C21H52BBr2I2O16P4",
  "method": "ωB97M-V/def2-TZVPD",
  "total_energy_ha": -9169.356171,
  "charge": -1,
  "elements": ["C", "C", "C", "B", "I", "C", "C", "C", "I", "C", "Br", "C", "C", "Br", "H", "H", "H", "H", "H", "H", "H", "H", "H", "H", "H", "H", "H", "H", "H", "H", "C", "O", "P", "O", "O", "C", "O", "C", "H", "H", "H", "H", "H", "H", "H", "H", "H", "C", "O", "P", "O", "O", "C", "O", "C", "H", "H", "H", "H", "H", "H", "H", "H", "H", "C", "O", "P", "O", "O", "C", "O", "C", "H", "H", "H", "H", "H", "H", "H", "H", "H", "C", "O", "P", "O", "O", "C", "O", "C", "H", "H", "H", "H", "H", "H", "H", "H", "H"],
  "coordinates": [[-1.13, 1.81, 3.07], [0.01, 1.19, 2.89], [0.76, 1.22, 1.57], [0.70, -0.20, 0.73], [1.29, -1.82, 2.14], [1.51, -0.11, -0.69], [2.97, -0.60, -0.80], [3.12, -2.13, -0.97], [4.35, 0.21, 0.67], [-0.89, -0.49, 0.35], [-1.17, -2.33, -0.41], [-1.51, 0.62, -0.56], [-2.97, 0.86, -0.07], [-1.69, 0.16, -2.48], [-1.62, 2.24, 2.20], [-1.62, 1.90, 4.04], [0.39, 0.62, 3.74], [1.80, 1.47, 1.85], [0.41, 2.08, 0.97], [1.53, 0.96, -0.98], [0.96, -0.60, -1.51], [3.35, -0.20, -1.75], [3.44, -2.61, -0.03], [3.87, -2.35, -1.75], [2.17, -2.61, -1.25], [-1.49, -0.51, 1.27], [-0.99, 1.58, -0.52], [-3.54, -0.03, -0.38], [-3.03, 0.87, 1.02], [-3.41, 1.77, -0.50], [-0.84, 6.41, -3.25], [0.14, 6.36, -2.22], [-0.22, 5.54, -0.90], [-0.47, 4.12, -1.11], [-1.45, 6.33, -0.27], [-1.33, 7.73, -0.02], [0.97, 5.89, 0.08], [2.09, 4.99, 0.12], [-0.37, 6.18, -4.20], [-1.65, 5.70, -3.07], [-1.26, 7.42, -3.30], [-2.07, 8.26, -0.61], [-0.34, 8.12, -0.26], [-1.53, 7.91, 1.04], [3.00, 5.58, 0.22], [2.16, 4.38, -0.78], [1.99, 4.34, 0.99], [-1.04, -4.62, 2.73], [-1.94, -5.64, 3.24], [-1.29, -6.94, 3.87], [-0.47, -6.72, 5.06], [-0.52, -7.63, 2.67], [-1.22, -7.91, 1.45], [-2.56, -7.88, 4.09], [-3.20, -7.86, 5.36], [-1.36, -3.66, 3.10], [-0.01, -4.80, 3.03], [-1.10, -4.62, 1.64], [-0.74, -7.36, 0.65], [-2.27, -7.63, 1.51], [-1.14, -8.98, 1.25], [-4.28, -7.93, 5.21], [-2.99, -6.94, 5.91], [-2.86, -8.71, 5.95], [-5.77, -0.35, -2.52], [-7.16, -0.14, -2.21], [-7.86, -1.20, -1.25], [-7.31, -1.29, 0.10], [-7.82, -2.56, -2.06], [-8.34, -2.61, -3.39], [-9.39, -0.77, -1.34], [-9.90, 0.13, -0.34], [-5.23, 0.58, -2.37], [-5.32, -1.12, -1.88], [-5.68, -0.66, -3.56], [-7.53, -2.88, -4.07], [-8.76, -1.66, -3.71], [-9.11, -3.37, -3.44], [-10.59, 0.82, -0.82], [-9.10, 0.70, 0.13], [-10.43, -0.45, 0.41], [7.40, 2.60, -0.31], [8.80, 2.32, -0.44], [9.28, 1.59, -1.77], [9.05, 2.35, -3.00], [8.56, 0.18, -1.73], [8.70, -0.66, -0.58], [10.80, 1.25, -1.45], [11.80, 2.18, -1.87], [7.28, 3.64, 0.01], [6.87, 2.45, -1.24], [6.98, 1.94, 0.45], [7.71, -0.82, -0.15], [9.35, -0.22, 0.17], [9.11, -1.62, -0.90], [12.57, 2.23, -1.10], [11.39, 3.18, -2.03], [12.25, 1.82, -2.80]],
  "lowdin_charge": [-0.036, -0.259, -0.235, -1.166, 0.829, -0.269, -0.766, -0.190, 0.814, -0.676, 0.578, -0.719, -0.167, 0.611, 0.050, 0.044, 0.066, 0.049, 0.081, 0.100, 0.056, 0.056, 0.020, 0.065, 0.066, 0.053, 0.056, 0.047, 0.063, 0.071, -0.096, -0.220, 0.339, -0.203, -0.203, -0.099, -0.209, -0.075, 0.089, 0.089, 0.085, 0.087, 0.084, 0.090, 0.086, 0.089, 0.090, -0.129, -0.223, 0.330, -0.222, -0.205, -0.098, -0.218, -0.101, 0.070, 0.064, 0.047, 0.091, 0.085, 0.086, 0.085, 0.086, 0.087, -0.088, -0.222, 0.333, -0.211, -0.203, -0.100, -0.217, -0.096, 0.078, 0.087, 0.088, 0.090, 0.084, 0.088, 0.085, 0.087, 0.090, -0.106, -0.225, 0.331, -0.222, -0.203, -0.088, -0.214, -0.098, 0.088, 0.086, 0.028, 0.069, 0.085, 0.090, 0.085, 0.085, 0.089]
}

Entry 6:
{
  "formula": "C25H23Br2N2O2PtS",
  "method": "ωB97M-V/def2-TZVPD",
  "e_above_lowest_kcal_mol": 59.9,
  "total_energy_ha": -6891.513462,
  "charge": 1,
  "multiplicity": 5,
  "elements": ["Pt", "C", "C", "C", "C", "C", "C", "Br", "C", "C", "Br", "C", "O", "C", "N", "H", "H", "H", "H", "H", "H", "C", "O", "C", "C", "H", "H", "H", "H", "H", "H", "N", "S", "C", "C", "C", "C", "C", "C", "C", "C", "C", "C", "C", "C", "H", "H", "H", "H", "H", "H", "H", "H", "H", "H", "H"],
  "coordinates": [[0.05, 0.47, -1.51], [1.20, -3.60, -0.40], [-0.14, -3.09, 0.00], [-1.14, -3.90, 0.56], [-2.37, -3.38, 0.86], [-2.65, -2.01, 0.63], [-3.94, -1.41, 0.78], [-5.22, -2.38, 1.82], [-4.41, -0.19, 0.28], [-3.86, 0.68, -0.62], [-4.68, 2.34, -0.93], [-2.59, 0.47, -1.40], [-2.05, 1.52, -1.99], [-1.54, -1.26, 0.17], [-0.38, -1.80, -0.19], [1.35, -4.63, -0.09], [1.98, -2.98, 0.03], [1.30, -3.55, -1.49], [-0.94, -4.95, 0.71], [-3.14, -4.03, 1.24], [-5.39, 0.09, 0.66], [-2.05, 0.86, 2.13], [-1.57, 1.14, 0.82], [-1.51, 0.17, -0.14], [-2.70, -0.75, -2.33], [-3.10, 1.13, 2.21], [-1.46, 1.49, 2.80], [-1.91, -0.19, 2.39], [-3.06, -1.65, -1.85], [-1.71, -0.92, -2.79], [-3.39, -0.47, -3.13], [1.91, 0.24, -2.38], [3.14, 1.01, -1.69], [3.26, 0.25, -0.03], [2.16, 0.19, 0.80], [2.25, -0.52, 1.98], [3.44, -1.12, 2.35], [4.55, -1.03, 1.52], [4.46, -0.35, 0.31], [2.28, 2.51, -1.16], [1.07, 2.87, -1.75], [0.41, 4.00, -1.26], [0.96, 4.74, -0.23], [2.18, 4.38, 0.32], [2.85, 3.26, -0.14], [2.20, -0.54, -2.96], [1.23, 0.69, 0.53], [1.39, -0.60, 2.63], [3.51, -1.66, 3.28], [5.48, -1.49, 1.80], [5.31, -0.28, -0.35], [0.71, 2.41, -2.67], [-0.53, 4.29, -1.70], [0.44, 5.61, 0.14], [2.61, 4.97, 1.12], [3.79, 2.96, 0.29]],
  "mulliken_spin": [1.114, -0.002, 0.095, -0.025, 0.090, 0.039, 0.344, 0.036, -0.071, 0.350, 0.070, 0.053, 0.598, 0.110, 0.124, 0.000, 0.005, 0.006, 0.002, 0.008, 0.003, 0.014, 0.099, 0.581, 0.090, 0.015, 0.003, -0.004, -0.004, -0.011, 0.000, 0.088, 0.008, 0.035, 0.035, 0.016, -0.003, 0.003, -0.001, 0.004, 0.057, 0.035, -0.021, 0.045, -0.020, -0.003, -0.024, 0.001, 0.000, 0.000, 0.000, 0.006, 0.001, -0.001, 0.002, 0.000]
}